{"formula": "C2H9FN3P", "method": "the ωB97M-V functional and the def2-TZVPD basis", "homo_energy_ev": -9.83, "de_lowest_kcal_mol": 61.4, "lumo_energy_ev": 0.552, "gap_ev": 10.4, "elements": ["N", "P", "C", "H", "C", "F", "H", "H", "H", "H", "H", "H", "N", "H", "N", "H"], "xyz": [[-0.595, 0.136, -0.115], [0.994, 0.493, -0.015], [-0.977, -1.171, -0.661], [1.145, 2.450, 1.018], [-1.429, 0.831, 0.805], [1.353, -1.234, 1.464], [-2.079, -1.259, -0.695], [-0.843, 1.670, 1.228], [2.716, -0.685, -1.064], [1.224, -0.836, -1.829], [-2.281, 1.146, 0.291], [-0.249, -1.518, -1.415], [1.774, -0.240, -1.240], [-1.728, 0.207, 1.660], [1.676, 1.848, 0.437], [-0.702, -1.839, 0.129]], "forces_ev_per_a": [[1.7, 0.3, -1.4], [1.8, -0.2, 2.4], [0.3, -0.3, 1.8], [-0.4, 0.5, 0.8], [0.7, -0.2, 1.7], [-0.5, 2.2, -1.9], [0.7, 0.2, -1.1], [-0.7, -0.2, -0.3], [-1.6, 1.0, 0.0], [0.0, 0.0, -0.1], [-1.5, 0.9, -0.6], [-1.6, 0.4, -0.4], [1.8, -0.7, 0.1], [0.1, 0.0, -0.2], [-0.9, -3.0, -1.5], [0.0, -0.9, 0.8]]}